The following is a quantum chemistry calculation of a single C17H19N5O3S2 molecule, from the Open Molecules 2025 dataset.

CARTESIAN COORDINATES (ANGSTROEM)
C: 2.38242 2.62806 6.09538
C: 1.85841 2.14583 4.77669
C: 1.12939 3.01929 3.96134
C: 0.62323 2.62623 2.74294
C: 0.84567 1.32065 2.31564
N: 0.41484 0.77730 1.13717
C: 0.78442 -0.44860 1.03202
N: 0.48566 -1.20901 -0.06367
C: 0.87025 -2.50762 -0.19655
O: 1.51318 -3.08538 0.65283
C: 0.43830 -3.17173 -1.49885
C: 0.65077 -2.27689 -2.73554
C: -0.65770 -1.61952 -3.19523
N: -1.45963 -1.27579 -2.03957
S: -2.61090 -0.08219 -2.33367
O: -3.46633 -0.03474 -1.19314
O: -3.19838 -0.24586 -3.63803
C: -1.59860 1.36022 -2.44410
C: -0.68519 2.00097 -1.64423
N: -0.21467 3.09340 -2.29135
C: -0.81945 3.13158 -3.44846
N: -1.67085 2.09528 -3.59794
C: -2.00242 -2.44276 -1.34750
C: -1.02687 -3.62315 -1.41146
S: 1.71544 -1.12251 2.35940
C: 1.58079 0.43826 3.13308
C: 2.08449 0.84617 4.35578
H: 2.96339 1.85462 6.59058
H: 1.55781 2.91444 6.74738
H: 3.01423 3.50407 5.95514
H: 0.96330 4.03025 4.30417
H: 0.06439 3.30204 2.11573
H: -0.13970 -0.80519 -0.76189
H: 1.06077 -4.06790 -1.58194
H: 1.04357 -2.87585 -3.55761
H: 1.38980 -1.50783 -2.50650
H: -1.21749 -2.28220 -3.86733
H: -0.45096 -0.69553 -3.73873
H: -0.34694 1.74084 -0.65759
H: -0.66365 3.88547 -4.19355
H: -2.28459 1.85844 -4.36286
H: -2.96216 -2.73125 -1.79374
H: -2.19520 -2.13519 -0.31776
H: -1.16681 -4.25217 -0.53213
H: -1.24113 -4.23088 -2.29237
H: 2.64512 0.15633 4.96803

net charge = 0
ΔE to the lowest compared entry with this formula, charge and spin = 69.35 kJ/mol
E = -53201.80041 eV
HOMO-LUMO gap = 8.602 eV
HOMO energy = -8.15 eV
largest force on an atom = 1.006 eV/A